# 1
16
Properties=species:S:1:pos:R:3:forces:R:3:mulliken_charge:R:1 method="wB97M-V/def2-TZVPD" charge=+1 homo_lumo_gap_ev="6.65 / 6.37" relative_energy_kcal_mol=66.3
C 1.038491 -1.351684 -0.082539 1.22 1.77 0.84 0.025
C 0.220685 -0.934863 -1.039919 0.02 -4.76 -2.26 -0.806
C 1.430637 -0.152639 0.773956 -1.77 -0.08 -1.63 -0.567
C 0.735971 1.050267 0.036411 1.51 0.89 0.83 -0.543
C -1.976764 0.284537 0.393100 -1.42 -0.23 -2.22 -0.752
N -0.065769 0.365166 -0.966670 -2.37 1.86 1.65 -0.087
I -2.959547 2.054002 0.014917 0.33 -0.29 0.14 0.371
I -2.938068 -1.507274 0.097776 0.34 0.44 -0.02 0.366
H 1.616386 -2.221351 0.131955 -0.54 -1.00 -0.45 0.465
H -0.229527 -1.654743 -1.812983 0.64 1.68 1.06 0.462
H 0.965239 -0.298781 1.707486 -0.44 -0.04 1.50 0.283
H 2.469626 -0.166937 0.937294 1.35 0.66 0.02 0.432
H 0.057987 1.622037 0.711988 0.75 -0.19 -0.47 0.218
H 1.469110 1.793285 -0.405377 -0.84 -0.98 0.27 0.372
H -1.310431 0.230088 1.184750 1.24 0.19 1.37 0.508
H -0.524020 0.888893 -1.682140 -0.03 0.10 -0.64 0.254

# 2
17
Properties=species:S:1:pos:R:3:forces:R:3:mulliken_charge:R:1 method="wB97M-V/def2-TZVPD" charge=+1 homo_lumo_gap_ev="8.26 / 4.85" relative_energy_kcal_mol=153.0
C -2.604725 -1.410324 -0.294134 0.10 1.93 1.08 -0.166
C -1.746877 -0.620803 -1.065792 1.23 -0.11 -1.47 -0.563
C 2.898391 0.455597 0.437352 3.44 1.82 -1.49 -0.717
C -0.647199 1.514359 -0.584448 -0.53 -0.79 0.46 -0.399
C 1.852670 -0.375341 0.848596 -3.46 -0.09 4.09 -0.405
N -2.865524 -0.787902 0.815418 -0.24 -0.68 -0.24 -0.181
N -1.498945 0.548920 -0.415504 -1.65 -4.31 0.59 0.334
O -2.183003 0.338100 0.826871 0.86 2.74 0.27 -0.102
I 0.891625 -1.972517 0.096977 0.44 0.13 -0.30 0.339
H -3.086612 -2.317125 -0.398616 -0.54 -1.77 -0.86 0.450
H -1.248836 -0.860871 -2.007366 -0.53 0.36 0.28 0.472
H 2.692635 1.596224 0.471271 0.12 -1.80 0.38 0.271
H 3.174948 0.270109 -0.662995 0.25 0.09 1.78 0.306
H 3.777664 0.252939 1.257477 -1.55 0.59 -2.22 0.290
H -0.089037 1.352172 -1.486853 0.49 1.02 -0.05 0.331
H -0.810673 2.203678 0.204461 0.95 1.40 0.05 0.370
H 1.493502 -0.187207 1.957281 0.62 -0.50 -2.35 0.369